<P>
The following is a DFT calculation (ωB97M-V/def2-TZVPD) of C21H25N3O3 in the gas phase.

The value obtained for the HOMO energy is -8.40 eV. For the LUMO energy, the calculation gives 0.0272 Eh. The calculation puts the HOMO-LUMO gap at 9.14 eV.

The geometry in ORCA input format:
```
! RIJCOSX wB97M-V def2-TZVPD def2/J DEFGRID3
* xyz 0 1
C 5.942 2.080 0.887
H 6.095 3.039 1.377
O 5.153 2.338 -0.246
C 4.901 1.198 -1.044
C 4.010 0.191 -0.387
C 4.282 -0.873 0.424
C 3.032 -1.435 0.777
C 2.086 -0.674 0.156
O 2.673 0.312 -0.549
C 0.599 -0.774 0.144
N 0.159 -2.142 0.060
C 0.318 -3.005 -1.084
C -0.735 -4.108 -0.828
H -0.271 -5.081 -0.678
C -1.512 -3.662 0.429
H -2.572 -3.899 0.364
H -1.094 -4.118 1.326
C -1.230 -2.162 0.447
C -2.179 -1.422 -0.515
O -2.273 -1.568 -1.716
N -2.916 -0.561 0.216
C -2.612 -0.561 1.627
H -3.389 -1.105 2.182
C -1.267 -1.281 1.702
C -0.056 -0.339 1.485
H -0.356 0.707 1.448
H 0.666 -0.460 2.291
H -1.160 -1.849 2.624
H -2.566 0.462 2.012
C -3.848 0.381 -0.358
C -3.262 1.766 -0.322
C -3.770 2.767 0.498
N -3.236 3.971 0.601
C -2.156 4.240 -0.111
C -1.560 3.322 -0.965
C -2.125 2.064 -1.069
H -1.701 1.312 -1.720
H -0.678 3.585 -1.528
H -1.752 5.236 0.013
H -4.653 2.594 1.102
H -4.795 0.344 0.191
H -4.012 0.061 -1.392
H -1.411 -4.173 -1.678
H 0.113 -2.489 -2.032
H 1.339 -3.395 -1.111
H 0.225 -0.146 -0.686
H 2.855 -2.290 1.396
H 5.250 -1.221 0.723
H 5.851 0.714 -1.318
H 4.412 1.582 -1.942
H 6.913 1.655 0.602
H 5.444 1.392 1.580
*
```

<Q>
The following is a DFT calculation (ωB97M-V/def2-TZVPD) of a molecular structure, C21H25N3O3.

The value obtained for the HOMO energy is -8.52 eV. For the LUMO energy, the calculation gives 0.0036 Eh. The calculation puts the HOMO-LUMO gap at 8.62 eV.

The geometry in ORCA input format:
```
! RIJCOSX wB97M-V def2-TZVPD def2/J DEFGRID3
* xyz 0 1
O -0.894 -0.014 4.097
C -1.319 -0.246 2.931
N -0.595 -1.059 2.162
H -0.844 -1.148 1.073
C 0.734 -1.706 2.203
C 2.025 -0.825 1.621
H 3.002 -1.033 2.056
H 1.882 0.058 1.860
C 2.049 -1.292 0.188
N 2.864 -0.399 -0.649
C 2.681 0.967 -0.538
C 3.547 1.484 -1.778
O 4.736 1.401 -1.735
C 5.144 0.118 -1.299
H 4.940 -0.552 -2.384
C 4.398 -0.429 -0.302
H 4.511 0.026 0.543
H 4.597 -1.526 -0.262
H 6.118 -0.010 -1.050
H 3.254 1.228 -2.716
H 3.293 2.599 -1.940
H 2.930 1.666 0.317
H 1.561 1.128 -0.856
H 2.367 -2.092 0.118
H 1.010 -1.306 -0.111
H 0.744 -2.675 2.178
H 0.859 -1.454 3.309
C -2.402 0.284 2.461
C -2.299 0.986 0.991
C -3.569 1.526 0.476
C -4.682 1.448 1.373
C -4.679 0.904 2.506
C -3.564 0.447 3.132
H -3.534 0.051 3.957
H -5.560 1.111 3.097
H -5.569 1.972 1.080
N -3.622 1.816 -0.825
C -2.828 1.888 -1.848
O -2.876 2.354 -2.864
C -1.987 0.388 -1.800
C -2.804 -0.646 -1.458
C -1.864 -1.828 -1.420
C -0.686 -2.044 -2.110
C -0.168 -0.864 -2.687
C -0.770 0.187 -2.470
H -0.605 1.207 -2.908
H 0.703 -0.881 -3.052
H -0.396 -2.926 -2.200
H -2.536 -3.050 -1.068
H -3.585 -0.779 -0.986
H -4.214 2.716 -0.894
H -1.496 0.826 0.477
*
```

<P> (1728.4 kJ/mol below the next structure)

<P>
The following is a DFT calculation (ωB97M-V/def2-TZVPD) of 2 unconnected molecules or ions with the total composition C6H15OS.

The value obtained for the HOMO energy is -2.83 eV. For the LUMO energy, the calculation gives 0.1217 Eh. The calculation puts the HOMO-LUMO gap at 6.15 eV.

The geometry in ORCA input format:
```
! RIJCOSX wB97M-V def2-TZVPD def2/J DEFGRID3
* xyz -1 1
C -1.393 1.886 -1.550
C -2.131 0.677 -1.014
C -2.154 0.703 0.504
S -2.942 -0.833 1.095
H -1.290 1.841 -2.636
H -0.393 1.874 -1.108
H -1.919 2.807 -1.289
H -3.147 0.628 -1.421
H -1.588 -0.222 -1.313
H -2.755 1.541 0.861
H -1.116 0.767 0.832
H -2.654 -0.705 2.397
C 2.060 0.283 0.277
O 0.722 0.433 0.239
C 2.507 -1.153 -0.067
C 1.951 -2.160 0.930
H 2.503 0.503 1.289
H 2.609 0.977 -0.414
H 3.600 -1.240 -0.113
H 2.106 -1.390 -1.057
H 2.242 -3.184 0.678
H 0.866 -2.090 0.941
H 2.318 -1.944 1.939
*
```

<Q>
The following is a DFT calculation (ωB97M-V/def2-TZVPD) of 2 unconnected molecules or ions with the total composition C6H15OS.

The value obtained for the HOMO energy is -2.78 eV. For the LUMO energy, the calculation gives 0.1394 Eh. The calculation puts the HOMO-LUMO gap at 6.57 eV.

The geometry in ORCA input format:
```
! RIJCOSX wB97M-V def2-TZVPD def2/J DEFGRID3
* xyz -1 1
C 3.376 -1.272 -0.025
C 3.059 0.166 -0.385
C 2.531 0.974 0.827
S 0.961 0.321 1.503
H 4.183 -1.295 0.712
H 3.683 -1.856 -0.898
H 2.491 -1.734 0.407
H 3.946 0.679 -0.776
H 2.263 0.198 -1.131
H 2.409 2.022 0.542
H 3.285 0.970 1.622
C -2.916 1.327 0.047
C -2.274 -0.040 -0.165
C -3.161 -0.974 -0.951
O -1.992 -0.632 1.095
H -2.268 1.955 0.659
H -3.851 1.234 0.611
H -3.142 1.838 -0.893
H -1.322 0.131 -0.681
H -3.406 -0.519 -1.913
H -4.100 -1.153 -0.417
H -2.695 -1.951 -1.074
H -1.060 -0.387 1.283
*
```

<Q> (115.6 kJ/mol below the next structure)

<P>
The following is a DFT calculation (ωB97M-V/def2-TZVPD) of C5H10S in the gas phase.

The value obtained for the HOMO energy (spin up / spin down) is -7.30 / -7.76 eV. For the LUMO energy (spin up / spin down), the calculation gives 0.0168 / 0.0198 Eh. The calculation puts the HOMO-LUMO gap (spin up / spin down) at 7.75 / 8.30 eV.

The geometry in ORCA input format:
```
! RIJCOSX wB97M-V def2-TZVPD def2/J DEFGRID3
* xyz 0 1
C -0.678 -1.393 -0.847
C -1.177 -1.534 0.603
C 0.501 0.410 0.232
C -0.546 1.442 0.023
C 1.944 0.743 -0.022
S 0.297 -0.852 1.523
H 0.186 -1.985 -1.084
H -1.554 -1.185 -1.586
H -2.050 -0.959 0.916
H -1.416 -2.548 0.729
H -0.765 2.078 0.941
H -1.409 0.903 -0.390
H -0.107 2.132 -0.724
H 2.669 -0.040 0.024
H 2.149 1.538 0.653
H 1.957 1.249 -0.992
*
```

<Q>
The following is a DFT calculation (ωB97M-V/def2-TZVPD) of C5H10S in the gas phase.

The value obtained for the HOMO energy is -8.66 eV. For the LUMO energy, the calculation gives -0.0018 Eh. The calculation puts the HOMO-LUMO gap at 8.61 eV.

The geometry in ORCA input format:
```
! RIJCOSX wB97M-V def2-TZVPD def2/J DEFGRID3
* xyz 0 1
C -0.370 -1.949 -0.006
C -0.986 -0.493 -0.224
C 0.128 0.548 -0.360
C -0.153 1.951 -0.004
C 1.361 0.131 0.401
H 0.665 -1.978 -0.467
H -0.081 -2.114 1.120
H -1.015 -2.802 -0.334
H -1.757 -0.540 -0.992
H -1.544 -0.252 0.725
H 0.495 0.488 -1.389
H -0.977 2.327 -0.603
H 0.638 2.620 -0.285
H -0.411 2.100 1.065
H 1.208 0.211 1.555
S 2.798 -0.248 -0.202
*
```

<R>
The following is a DFT calculation (ωB97M-V/def2-TZVPD) of C5H10S in the gas phase.

The value obtained for the HOMO energy is -8.85 eV. For the LUMO energy, the calculation gives 0.0305 Eh. The calculation puts the HOMO-LUMO gap at 9.68 eV.

The geometry in ORCA input format:
```
! RIJCOSX wB97M-V def2-TZVPD def2/J DEFGRID3
* xyz 0 1
C -1.600 -0.072 -0.375
C -0.071 0.436 -0.467
C 0.032 1.385 -1.720
C 0.903 0.133 0.308
C 0.964 -0.582 1.628
H -2.016 -0.676 -1.171
H -1.824 -0.707 0.513
H -2.296 0.713 -0.304
H 0.131 0.724 -2.657
H 0.950 1.984 -1.666
H -0.792 2.083 -1.770
H 1.862 0.379 -0.037
H 1.587 0.056 2.224
H -0.091 -0.744 2.150
H 0.563 -2.921 1.826
S 1.699 -2.192 1.518
*
```

<Q> (24.0 kJ/mol below the next structure)

<P>
The following is a DFT calculation (ωB97M-V/def2-TZVPD) of 18 unconnected molecules or ions with the total composition H36O18.

The value obtained for the HOMO energy (spin up / spin down) is -0.21 / -8.16 eV. For the LUMO energy (spin up / spin down), the calculation gives 0.0688 / 0.0638 Eh. The calculation puts the HOMO-LUMO gap (spin up / spin down) at 2.08 / 9.90 eV.

The geometry in ORCA input format:
```
! RIJCOSX wB97M-V def2-TZVPD def2/J DEFGRID3
* xyz -1 2
O 1.404 0.271 -1.297
H 1.611 1.074 -0.803
H 1.064 0.628 -2.127
O -0.649 -1.337 5.347
H -1.241 -1.986 5.709
H -0.879 -0.605 4.768
O -4.754 -0.500 -0.027
H -4.149 -0.764 -0.711
H -4.443 -0.673 0.836
O -2.613 -4.658 0.744
H -2.889 -4.464 1.635
H -1.742 -4.355 0.499
O 0.005 3.236 -1.287
H -0.498 3.499 -2.047
H -0.441 2.400 -1.124
O 2.596 2.539 -2.362
H 3.015 2.001 -3.039
H 3.331 3.031 -1.979
O 1.802 -3.138 1.306
H 1.261 -3.910 1.096
H 2.075 -2.866 0.417
O 0.697 1.230 3.356
H 1.273 1.930 3.030
H 1.268 0.717 3.942
O -0.140 -0.445 -3.434
H -0.621 -0.102 -4.201
H -0.738 -0.967 -2.878
O 2.326 -2.273 -1.419
H 3.252 -2.209 -1.172
H 2.181 -1.505 -1.983
O -0.758 -0.776 -0.372
H -0.808 -1.727 -0.539
H 0.169 -0.599 -0.609
O -0.905 -2.749 1.782
H -1.190 -1.878 1.470
H 0.058 -2.639 1.778
O 2.862 -0.904 -4.154
H 1.943 -1.210 -4.146
H 3.400 -1.554 -4.606
O -0.698 -3.919 -3.239
H -0.785 -3.411 -4.058
H -1.218 -4.699 -3.448
O -1.052 1.103 5.546
H -0.645 1.410 4.713
H -0.420 1.538 6.131
O -3.846 2.193 -2.662
H -3.951 2.826 -3.375
H -3.571 1.347 -3.006
O 3.517 4.359 2.135
H 2.625 4.704 2.159
H 3.549 3.680 1.454
O -0.138 5.904 0.633
H -0.440 4.991 0.713
H 0.667 5.847 1.158
*
```

<Q>
The following is a DFT calculation (ωB97M-V/def2-TZVPD) of 18 unconnected molecules or ions with the total composition H36O18.

The value obtained for the HOMO energy (spin up / spin down) is 0.15 / -7.79 eV. For the LUMO energy (spin up / spin down), the calculation gives 0.0746 / 0.0721 Eh. The calculation puts the HOMO-LUMO gap (spin up / spin down) at 1.87 / 9.75 eV.

The geometry in ORCA input format:
```
! RIJCOSX wB97M-V def2-TZVPD def2/J DEFGRID3
* xyz -1 2
O 2.912 0.529 4.073
H 2.828 -0.382 4.386
H 3.676 0.665 3.513
O -0.904 -0.403 -0.347
H -0.196 0.268 -0.756
H -1.654 -0.151 -1.008
O -3.590 1.185 -1.308
H -3.680 2.076 -1.348
H -3.762 0.959 -0.337
O 0.975 1.838 -3.635
H 0.735 1.757 -4.452
H 1.280 0.848 -3.309
O -2.711 4.654 1.596
H -3.563 4.413 1.550
H -2.393 4.409 0.730
O -1.238 1.894 -1.624
H -1.565 1.330 -2.396
H -0.712 2.636 -2.024
O 1.092 -4.632 2.931
H 0.340 -4.832 3.552
H 0.424 -4.024 2.554
O 4.273 2.458 -2.501
H 4.389 3.465 -2.138
H 3.799 2.675 -3.430
O -2.294 0.745 1.590
H -1.876 0.829 0.690
H -2.045 1.434 2.306
O -1.196 -2.281 -5.323
H -0.222 -2.813 -5.161
H -1.922 -2.717 -4.748
O -1.402 3.297 5.250
H -2.120 3.227 4.727
H -0.734 2.555 5.115
O -2.535 -1.233 4.374
H -3.275 -1.676 4.538
H -2.379 -1.334 3.352
O -1.490 -4.330 0.837
H -0.702 -4.851 0.937
H -1.285 -3.530 1.259
O 2.496 -4.384 -0.594
H 1.729 -4.665 -0.136
H 2.355 -5.080 -1.259
O 1.276 4.638 -1.539
H 0.815 5.217 -1.023
H 1.597 5.060 -2.391
O 1.927 -0.449 -1.092
H 1.318 -0.776 -0.523
H 2.629 -1.173 -0.921
O 1.026 -3.816 -3.120
H 0.205 -4.360 -3.174
H 1.034 -3.288 -2.292
O 1.849 0.575 1.315
H 2.104 1.314 0.792
H 2.359 0.229 1.939
*
```

<P> (477.6 kJ/mol below the next structure)